Density functional theory data (the ωB97M-V functional and the def2-TZVPD basis) for C28H43F9NdOP2 as an isolated structure at a distorted geometry.

ORCA input file:
```
! RIJCOSX wB97M-V def2-TZVPD def2/J DEFGRID3
* xyz 1 4
Nd 0.0692 -0.6868 -0.0190
C 2.3440 0.7106 0.1054
C 1.3344 1.6363 0.5235
C 1.4541 -0.0527 2.1009
C 2.4164 -0.3284 1.0815
C 0.7878 1.1652 1.7609
C 3.2044 0.8389 -1.1013
H 2.8303 1.6187 -1.7732
H 3.2579 -0.1019 -1.6710
H 4.2352 1.1067 -0.8293
C 3.3566 -1.4780 1.0896
H 3.8810 -1.5572 0.1302
H 2.8246 -2.4261 1.2745
H 4.1196 -1.3777 1.8814
C 1.2705 -0.8468 3.3416
H 2.1509 -0.7710 4.0040
H 1.1155 -1.9116 3.1192
H 0.3988 -0.4985 3.9064
C -0.1575 1.9089 2.6386
H 0.3789 2.3832 3.4754
H -0.9156 1.2456 3.0791
H -0.6767 2.7013 2.0926
C 1.0612 2.9647 -0.0854
H 1.6732 3.7407 0.4000
H 0.0082 3.2562 0.0355
H 1.3002 2.9782 -1.1553
C -3.0671 0.4043 -6.4540
C -2.3141 1.5043 -6.6092
C -2.8144 2.8942 -6.8626
C -4.1748 3.2725 -6.2258
C -4.3217 2.8877 -4.7837
C -4.8051 1.7351 -4.3039
C -5.2322 0.5354 -5.0957
C -4.5631 0.3438 -6.4793
H -2.8911 3.0733 -7.9503
H -4.9976 2.8930 -6.8456
H -2.0562 3.6060 -6.4947
H -5.0005 1.0405 -7.2064
H -2.5788 -0.5771 -6.3857
H -1.2249 1.3965 -6.6906
H -4.8361 -0.6699 -6.8153
H -5.0334 -0.3651 -4.4901
H -5.0101 1.6584 -3.2272
H -6.3262 0.5615 -5.2479
H -4.2348 4.3724 -6.2680
H -4.0585 3.6904 -4.0815
P -0.7278 0.1961 -2.6686
P -2.6204 0.4967 0.1009
C -2.5919 0.0600 -2.7241
C -3.3423 -0.2767 -1.4323
H -2.8193 -0.6994 -3.4849
H -2.9336 1.0244 -3.1303
H -4.3850 0.0811 -1.5057
H -3.3703 -1.3718 -1.2639
C -3.5261 -0.3857 1.4118
H -3.2616 0.0609 2.3797
H -3.2572 -1.4483 1.4281
H -4.6120 -0.2899 1.2630
C -3.4252 2.1300 0.1572
H -4.5079 2.0580 -0.0345
H -2.9641 2.7947 -0.5879
H -3.2634 2.5549 1.1606
C -0.2756 -1.1775 -3.7922
H 0.8189 -1.2491 -3.8581
H -0.6804 -0.9710 -4.7947
H -0.6717 -2.1331 -3.4224
C -0.3930 1.6151 -3.7657
H -0.6206 2.5595 -3.2498
H -1.0014 1.5545 -4.6836
H 0.6704 1.5924 -4.0426
F 1.4073 -4.4655 1.5254
C 0.0757 -4.5764 1.8197
F -0.2149 -5.8903 1.9813
F -0.1110 -3.9463 3.0102
C -0.7717 -3.8997 0.7272
O -0.6481 -2.5229 0.8477
C -0.2952 -4.3471 -0.6747
F -0.0280 -5.6614 -0.7799
F -1.2259 -4.0113 -1.6201
F 0.8477 -3.6502 -1.0210
C -2.2489 -4.3113 0.9108
F -2.4854 -5.5875 0.5101
F -2.6463 -4.1836 2.2043
F -3.0573 -3.4854 0.1772
*
```

Output
Orbital gap (alpha / beta)   7.896 / 8.019 eV
M   772.82 g/mol
Energy above the lowest of the compared OMol25 structures with the same formula, charge and spin   0.00 kJ/mol



Density functional theory data (the ωB97M-V functional and the def2-TZVPD basis) for a 2-piece molecular cluster, H3NO4P overall at a distorted geometry.

ORCA input file:
```
! RIJCOSX wB97M-V def2-TZVPD def2/J DEFGRID3
* xyz -1 1
N -0.1536 -0.2430 -1.4338
O 0.8459 -1.0770 0.9806
O -1.8584 -0.2928 1.0098
O 0.9420 1.4641 0.4520
O 2.1448 0.9075 -0.1661
P 0.7522 -0.0657 -0.0800
H 0.0333 0.3633 -2.1243
H -1.0886 -0.6948 1.2975
H -1.6176 -0.3616 0.0643
*
```

Output
Orbital gap   9.176 eV
M   112.00 g/mol
Energy above the lowest of the compared OMol25 structures with the same formula, charge and spin   190.94 kJ/mol



Density functional theory data (the ωB97M-V functional and the def2-TZVPD basis) for C15H12Cl5N4ORuS3 as an isolated structure at a distorted geometry.

ORCA input file:
```
! RIJCOSX wB97M-V def2-TZVPD def2/J DEFGRID3
* xyz 0 2
Ru -0.2081 -0.2484 0.2237
Cl 5.4153 -0.1096 4.6291
C 3.8802 -0.0747 3.8584
C 3.7937 -0.0740 2.4730
Cl 5.2077 -0.0974 1.4957
C 2.5427 -0.0507 1.8742
Cl 2.3762 -0.0329 0.1461
C 1.3598 -0.0270 2.5989
O 0.1557 0.0101 2.0430
C 1.4624 -0.0232 3.9976
Cl 0.0059 0.0068 4.9078
C 2.7036 -0.0470 4.6164
Cl 2.7983 -0.0461 6.3304
S -2.4364 0.3460 0.3680
C -2.0446 1.7020 -0.6140
S -0.3332 1.6838 -0.9500
C -2.9136 2.6374 -1.0772
C -4.3159 2.5297 -0.8068
N -5.4454 2.4396 -0.6092
C -2.4595 3.7427 -1.8670
N -2.0938 4.6289 -2.5024
C 1.1380 -3.6031 -4.3119
C 1.2193 -2.2087 -3.7030
N 1.0086 -2.2065 -2.2578
C -0.1630 -2.3898 -1.6355
S -0.1543 -2.6900 0.0816
N -1.2813 -2.3706 -2.3428
C -2.6383 -2.5578 -1.8144
C -3.0551 -4.0184 -1.8320
H 1.2983 -3.5488 -5.3886
H 0.1660 -4.0649 -4.1353
H 1.9025 -4.2519 -3.8853
H 0.5050 -1.5262 -4.1691
H 2.2020 -1.7731 -3.8733
H 1.8076 -2.3615 -1.6617
H -1.2049 -2.1955 -3.3331
H -3.2996 -1.9496 -2.4301
H -2.6649 -2.1533 -0.8081
H -3.0198 -4.4330 -2.8408
H -4.0770 -4.1080 -1.4640
H -2.4060 -4.6085 -1.1854
*
```

Output
Orbital gap (alpha / beta)   6.959 / 7.008 eV
M   638.82 g/mol
Energy above the lowest of the compared OMol25 structures with the same formula, charge and spin   87.05 kJ/mol



Density functional theory data (the ωB97M-V functional and the def2-TZVPD basis) for an isolated ion of composition C5H10NO and charge +1 at a distorted geometry.

ORCA input file:
```
! RIJCOSX wB97M-V def2-TZVPD def2/J DEFGRID3
* xyz 1 1
C 0.0670 1.9003 1.2640
C -0.3246 0.9458 0.4414
N -1.5082 0.1320 0.7391
C 0.5101 0.5287 -0.7909
C 0.5520 -0.9172 -1.3758
C 0.7629 -1.9672 -0.3219
O 0.6672 -1.7923 0.8715
H -0.3938 2.1406 2.2340
H 0.9568 2.4169 0.9914
H -1.0622 -0.7988 0.7927
H -2.3610 0.1128 0.1611
H -1.6872 0.4289 1.7076
H 1.5261 0.6505 -0.4590
H 0.2613 1.2229 -1.5988
H -0.4160 -1.0895 -1.8753
H 1.3778 -0.9190 -2.1021
H 1.0717 -2.9953 -0.6791
*
```

Output
SMILES   C=C([NH3+])CCC=O
Orbital gap   10.753 eV
M   100.14 g/mol
Energy above the lowest of the compared OMol25 structures with the same formula, charge and spin   176.64 kJ/mol



Density functional theory data (the ωB97M-V functional and the def2-TZVPD basis) for C17H25BF5N2O19Tl as an isolated structure at a distorted geometry.

ORCA input file:
```
! RIJCOSX wB97M-V def2-TZVPD def2/J DEFGRID3
* xyz 2 1
Tl 30.3508 14.5577 5.0567
B 25.1245 14.2353 4.7157
H 25.5538 14.2263 3.7258
H 25.2841 15.2103 5.1494
H 24.0828 13.9605 4.6556
H 25.6604 13.5043 5.3010
C 28.2120 4.3073 1.5400
C 27.4851 5.0704 0.4518
O 27.6375 6.4103 0.8301
C 27.9453 6.4553 2.1194
O 28.1170 7.4885 2.7904
O 28.2111 5.2203 2.6197
F 26.1688 4.7456 0.5820
H 29.2652 4.1138 1.3365
H 27.7109 3.3423 1.6157
H 27.8486 4.8506 -0.5521
C 29.4416 11.2176 -5.0988
C 27.8847 11.3814 -4.9754
O 27.7981 12.2453 -3.8442
C 28.8381 12.0499 -3.0720
O 28.9074 12.3882 -1.8992
O 29.8200 11.3390 -3.7386
F 27.3685 10.1864 -4.7947
H 29.7677 12.0903 -5.6646
H 29.6632 10.2611 -5.5720
H 27.5963 11.9167 -5.8801
C 26.7276 6.0123 9.5689
C 26.4919 7.4001 10.1061
O 26.9496 7.2187 11.4347
C 27.0216 5.9011 11.7348
O 27.3148 5.4050 12.8113
O 26.6814 5.1846 10.6850
F 25.1778 7.5546 10.0790
H 27.6632 5.8855 9.0242
H 25.9081 5.7046 8.9195
H 26.9774 8.1703 9.5069
C 20.4749 8.6184 5.1388
C 19.3992 9.6738 5.4235
O 18.5880 9.0751 6.4094
C 18.8674 7.7722 6.4339
O 18.2605 6.9709 7.1165
O 19.8104 7.4342 5.5727
F 18.6473 9.7524 4.3246
H 21.3604 8.8036 5.7469
H 20.7562 8.5197 4.0904
H 19.8070 10.6710 5.5893
C 21.5855 18.2345 2.1471
C 20.5156 17.7193 3.0591
O 19.6455 16.9458 2.2651
C 20.1223 16.9866 0.9485
O 19.5529 16.4012 0.0805
O 21.2502 17.7260 0.8977
F 19.8494 18.7787 3.4758
H 22.6504 18.0800 2.3208
H 21.5110 19.3186 2.0618
H 20.9207 17.1173 3.8725
C 27.3523 15.2516 12.8744
N 26.4869 15.2685 11.6330
O 26.9868 14.7067 10.6551
O 25.3566 15.7857 11.6290
H 26.6916 15.6906 13.6219
H 28.1610 15.9653 12.7171
H 27.7364 14.2342 12.9484
C 26.9865 19.1972 -1.7217
N 28.1111 19.3683 -0.7637
O 28.1323 18.4878 0.1379
O 28.9313 20.3032 -0.7575
H 26.1768 19.9053 -1.5453
H 26.6452 18.1639 -1.6586
H 27.3835 19.3758 -2.7210
*
```

Output
Orbital gap   1.205 eV
M   871.57 g/mol
Energy above the lowest of the compared OMol25 structures with the same formula, charge and spin   494.62 kJ/mol



Density functional theory data (the ωB97M-V functional and the def2-TZVPD basis) for one molecule with the formula C4H5NO2 at a distorted geometry.

ORCA input file:
```
! RIJCOSX wB97M-V def2-TZVPD def2/J DEFGRID3
* xyz 0 1
C -0.5302 0.3097 2.8039
C -0.1436 0.1275 1.6761
C 0.3467 -0.0394 0.3323
C -0.4039 0.6231 -0.7832
O -0.5360 -0.3038 -1.8921
N 1.3270 -0.8233 0.1791
O 1.8604 -1.0350 -1.0770
H -0.9056 0.4541 3.7734
H -1.3951 0.8953 -0.4727
H 0.1297 1.4882 -1.1907
H -1.0240 -1.0453 -1.5999
H 1.2746 -0.6512 -1.7493
*
```

Output
SMILES   C#C/C(CO)=N/O
Orbital gap   10.077 eV
M   99.09 g/mol
Energy above the lowest of the compared OMol25 structures with the same formula, charge and spin   425.77 kJ/mol



Density functional theory data (the ωB97M-V functional and the def2-TZVPD basis) for one molecule with the formula C7H9N at a distorted geometry.

ORCA input file:
```
! RIJCOSX wB97M-V def2-TZVPD def2/J DEFGRID3
* xyz 0 1
C -2.7915 -0.5146 -0.1226
C -1.4756 -0.1802 0.0315
C -1.0646 1.2181 0.0069
C 0.2577 1.2858 -0.2275
C 0.8499 -0.0260 -0.1556
C 2.2720 -0.5546 -0.4690
N 1.9858 0.0921 0.8193
C -0.2474 -1.1413 0.2234
H -3.7229 0.2087 -0.1167
H -3.0340 -1.5062 0.0995
H -2.0301 2.0379 0.2797
H 0.8490 2.0850 -0.4340
H 2.6327 -1.6148 -0.6970
H 2.6585 0.0740 -1.5389
H 2.2229 1.0927 0.6668
H -0.1191 -1.7485 1.0875
H -0.1606 -1.7969 -0.8052
*
```

Output
SMILES   C=C1C=C[C@]2(CN2)C1
Orbital gap   9.023 eV
M   107.16 g/mol
Energy above the lowest of the compared OMol25 structures with the same formula, charge and spin   536.30 kJ/mol



Density functional theory data (the ωB97M-V functional and the def2-TZVPD basis) for C11H21Br3IN2 as an isolated structure at a distorted geometry.

ORCA input file:
```
! RIJCOSX wB97M-V def2-TZVPD def2/J DEFGRID3
* xyz 1 1
C 0.0415 -2.9551 0.4152
C 0.5658 -2.1209 -0.4360
C 1.0902 -0.7415 -0.1433
C 0.9275 -0.4541 1.3667
N 1.1100 0.9652 1.6997
C 1.8725 1.6872 0.6995
C 1.2819 1.5889 -0.7499
C 2.4356 1.5671 -1.7291
N 0.3811 0.3801 -0.8302
C -0.1664 0.1334 -2.2066
C -1.6919 0.0368 -2.2705
C -2.3645 -0.8392 -1.2364
I -2.1051 -0.8437 -4.2136
H 0.1791 -2.9366 1.4823
H -0.5538 -3.7553 0.0156
H 0.6287 -2.4513 -1.4612
H 2.1560 -0.7400 -0.3346
H 1.6574 -1.0831 1.8650
H -0.0819 -0.6975 1.6678
H 0.1893 1.3885 1.7693
H 1.9138 2.7314 0.9805
H 2.8827 1.2971 0.6675
H 0.6750 2.4752 -0.8817
H 3.1392 2.3500 -1.4866
H 2.9594 0.6176 -1.7621
H 2.0720 1.7486 -2.7345
H -0.4207 0.6023 -0.2331
H 0.0854 1.0035 -2.7988
H 0.3226 -0.6806 -2.7100
H -2.1410 1.0144 -2.3253
H -3.4350 -0.8084 -1.3862
H -2.1929 -0.4345 -0.2357
H -2.0547 -1.8723 -1.2722
C -2.3200 0.4275 4.2661
Br -0.4679 0.0734 4.6417
Br -2.5090 1.5335 2.6884
Br -3.3403 -1.1950 4.1131
H -2.7216 0.9874 5.0991
*
```

Output
Orbital gap   9.725 eV
M   547.92 g/mol



Density functional theory data (the ωB97M-V functional and the def2-TZVPD basis) for a 7-piece molecular cluster, C26H51NO6 overall at a distorted geometry.

ORCA input file:
```
! RIJCOSX wB97M-V def2-TZVPD def2/J DEFGRID3
* xyz 0 1
C -17.0990 -5.3800 15.3187
C -16.0470 -4.5681 16.0611
C -16.6947 -4.2225 17.2892
O -17.4506 -5.3868 17.7066
C -17.6483 -6.1889 16.4957
H -16.6239 -5.9961 14.5553
H -17.7709 -4.6723 14.8332
H -15.5241 -3.7713 15.5322
H -15.1837 -5.2194 16.1975
H -17.3591 -3.3806 17.0946
H -16.0222 -3.8830 18.0769
H -18.7201 -6.3580 16.3920
H -17.1281 -7.1369 16.6330
C -20.2378 -3.8437 18.6406
C -18.8666 -4.1937 19.2081
C -18.9873 -3.6667 20.7077
O -20.3397 -3.7833 20.9890
C -21.0064 -3.2712 19.8124
H -20.7314 -4.7288 18.2392
H -20.2024 -3.2600 17.7208
H -18.1040 -3.6552 18.6454
H -18.6832 -5.2404 18.9653
H -18.6616 -2.6392 20.8696
H -18.4095 -4.0558 21.5460
H -21.0014 -2.1846 19.8984
H -22.0095 -3.6670 19.9719
C -15.4758 -6.9580 19.0934
C -15.7418 -7.5412 20.4621
C -16.1861 -8.9775 20.1716
O -16.7273 -8.8680 18.9216
C -15.9165 -7.9996 18.1380
H -14.4420 -6.7224 18.8406
H -15.9742 -5.9889 19.0726
H -16.6053 -7.1027 20.9623
H -14.8817 -7.5618 21.1313
H -16.8010 -9.2792 21.0194
H -15.3688 -9.6947 20.2477
H -16.3142 -7.4638 17.2761
H -15.0444 -8.5181 17.7398
C -19.5325 -10.9378 16.5882
C -18.6962 -10.4763 15.4249
C -17.5165 -9.8790 16.1443
O -17.7033 -9.9554 17.5511
C -19.0751 -10.1031 17.8128
H -19.3650 -11.9914 16.8116
H -20.5970 -10.8347 16.3778
H -19.3457 -9.8402 14.8234
H -18.5130 -11.4027 14.8806
H -17.2334 -8.9399 15.6689
H -16.7280 -10.6198 16.0116
H -19.5283 -9.1118 17.8184
H -19.2340 -10.4689 18.8272
C -21.9649 -8.2147 19.3684
C -23.3803 -8.6310 18.8536
C -23.0740 -9.4977 17.6908
O -21.7184 -9.3224 17.4060
C -21.0311 -9.1796 18.6355
H -21.9386 -8.3717 20.4467
H -21.9388 -7.1594 19.0969
H -23.9701 -7.7536 18.5880
H -23.9544 -9.1877 19.5943
H -23.5450 -9.2032 16.7530
H -23.2861 -10.5368 17.9425
H -20.0702 -8.7003 18.4488
H -20.7412 -10.1326 19.0782
C -21.5556 -6.7932 16.3714
C -22.2940 -6.4780 15.1209
C -21.3170 -6.8286 14.0887
O -20.2746 -7.6246 14.7781
C -20.7200 -8.0308 16.0332
H -22.1882 -6.8802 17.2548
H -20.8392 -6.0082 16.6134
H -22.4973 -5.4075 15.1501
H -23.1979 -7.0812 15.0357
H -21.0211 -5.9234 13.5585
H -21.7763 -7.5316 13.3936
H -19.8258 -8.1560 16.6439
H -21.4404 -8.8454 15.9590
C -18.6132 -7.5125 18.3608
C -18.8681 -8.1812 19.6520
N -19.0548 -8.6365 20.6745
H -19.5668 -7.2878 17.8831
H -18.1488 -8.2792 17.7406
H -18.0492 -6.5914 18.5074
*
```

Output
SMILES   C1CCOC1.C1CCOC1.C1CCOC1.C1CCOC1.C1CCOC1.C1CCOC1.CC#N
Orbital gap   8.994 eV
M   473.69 g/mol
Energy above the lowest of the compared OMol25 structures with the same formula, charge and spin   0.00 kJ/mol



Density functional theory data (the ωB97M-V functional and the def2-TZVPD basis) for one molecule with the formula C3H2S2 at a distorted geometry.

ORCA input file:
```
! RIJCOSX wB97M-V def2-TZVPD def2/J DEFGRID3
* xyz 0 1
S 3.6182 0.8458 0.0306
C 2.1360 0.3043 0.1174
C 0.7493 0.3861 0.0563
C 0.3461 -0.9565 -0.0436
S 1.6704 -1.9009 -0.0577
H 0.3199 1.3420 0.2642
H -0.7920 -1.1633 -0.2386
*
```

Output
SMILES   S=C1C=CS1
Orbital gap   7.582 eV
M   102.18 g/mol
Energy above the lowest of the compared OMol25 structures with the same formula, charge and spin   40.95 kJ/mol



Density functional theory data (the ωB97M-V functional and the def2-TZVPD basis) for one molecule with the formula C8H16N2O4 at a distorted geometry.

ORCA input file:
```
! RIJCOSX wB97M-V def2-TZVPD def2/J DEFGRID3
* xyz 0 1
C -3.2146 -1.2101 -0.1298
C -2.3467 -0.2508 -0.9892
C -3.1408 0.9083 -1.2813
C -1.0140 0.1805 -0.3618
N -0.1296 -0.9513 -0.1859
C 1.1840 -1.1963 -0.0168
O 1.5208 -2.4041 -0.0410
C 2.2832 -0.1996 0.1449
N 3.5627 -0.9021 0.1779
C 2.2869 0.9518 -0.9122
O 3.0491 2.0566 -0.3179
C -1.1849 0.8140 0.9541
O -0.8715 1.9655 1.1916
O -1.7313 -0.0619 1.8415
H -3.4221 -0.8348 0.8981
H -4.1937 -1.5478 -0.6554
H -2.7147 -2.3094 0.1395
H -2.0950 -0.8567 -1.9666
H -3.5335 0.9020 -2.3140
H -3.9743 1.0340 -0.6970
H -2.6279 1.8461 -1.1063
H -0.7374 1.1033 -1.0136
H -0.6393 -1.8077 -0.2332
H 1.7521 0.3039 1.2342
H 3.4306 -1.8826 0.2741
H 4.2917 -0.3527 0.6583
H 1.3944 1.2146 -1.4434
H 2.8983 0.6252 -1.7677
H 2.6054 2.8760 -0.4899
H -1.3213 0.2246 2.6977
*
```

Output
SMILES   CC(C)[C@H](NC(=O)[C@@H](N)CO)C(=O)O
Orbital gap   9.509 eV
M   204.23 g/mol
Energy above the lowest of the compared OMol25 structures with the same formula, charge and spin   301.52 kJ/mol



M of number 3 (C15H12Cl5N4ORuS3)? 638.82 g/mol